A molecular structure, C41H41FeN8O10P2S2. Source: the Open Molecules 2025 dataset; level of theory: ωB97M-V/def2-TZVPD.

Summary:
spin multiplicity = 6
expectation value of S² = 8.757
energy relative to the best compared isomer or geometry (same formula, charge and spin) = 61.0 kJ/mol
highest occupied orbital energy (alpha / beta) = -0.270 / -0.270 Eh

Geometry (Å):
Fe  0.266  -0.161  0.354
C  7.443  -2.319  3.859
C  6.461  -1.792  2.850
C  5.109  -1.681  3.155
C  4.201  -1.214  2.217
C  4.644  -0.847  0.958
C  5.992  -0.936  0.637
C  6.887  -1.411  1.579
S  3.520  -0.299  -0.309
O  3.011  -1.469  -0.974
O  4.256  0.648  -1.100
N  2.281  0.346  0.520
C  2.544  1.451  1.338
C  3.683  2.222  1.381
C  3.815  3.262  2.326
C  2.833  3.551  3.229
C  1.639  2.796  3.205
C  0.557  3.012  4.084
C  -0.564  2.234  4.000
C  -0.627  1.239  3.012
N  0.362  1.023  2.172
C  1.499  1.764  2.257
H  7.031  -2.287  4.867
H  8.367  -1.740  3.848
H  7.704  -3.356  3.638
H  4.762  -1.954  4.145
H  3.155  -1.113  2.467
H  6.328  -0.622  -0.342
H  7.939  -1.479  1.329
H  4.479  2.047  0.674
H  4.729  3.841  2.321
H  2.944  4.350  3.950
H  0.630  3.800  4.824
H  -1.402  2.376  4.667
H  -1.482  0.582  2.901
C  2.136  -13.488  -2.799
O  1.630  -12.459  -3.629
C  1.546  -11.211  -3.105
C  1.932  -10.874  -1.814
C  1.802  -9.559  -1.385
C  1.289  -8.576  -2.218
C  0.908  -8.930  -3.515
C  1.034  -10.228  -3.954
C  1.140  -7.183  -1.792
N  0.859  -6.179  -2.589
C  0.811  -5.077  -1.778
C  1.068  -5.418  -0.471
N  1.278  -6.776  -0.491
C  1.073  -4.473  0.600
C  1.277  -4.757  1.954
C  1.218  -3.738  2.876
C  0.977  -2.440  2.429
N  0.811  -2.156  1.152
C  0.826  -3.139  0.242
C  0.532  -2.769  -1.126
N  0.236  -1.475  -1.354
C  -0.092  -1.090  -2.572
C  -0.124  -1.981  -3.649
C  0.183  -3.300  -3.435
C  0.517  -3.720  -2.141
H  2.115  -14.395  -3.396
H  1.512  -13.624  -1.912
H  3.164  -13.280  -2.493
H  2.338  -11.613  -1.139
H  2.130  -9.319  -0.380
H  0.511  -8.164  -4.166
H  0.740  -10.512  -4.955
H  1.446  -7.373  0.297
H  1.465  -5.773  2.277
H  1.351  -3.928  3.931
H  0.911  -1.608  3.120
H  -0.341  -0.044  -2.695
H  -0.406  -1.614  -4.625
H  0.162  -4.030  -4.234
O  -3.945  -1.451  1.107
P  -2.545  -1.577  0.343
O  -2.274  -2.956  -0.068
O  -1.495  -0.851  1.200
O  -2.760  -0.589  -0.934
P  -2.375  0.986  -0.938
O  -3.182  1.561  0.336
O  -2.803  1.613  -2.186
O  -0.888  1.055  -0.552
H  -4.305  -0.557  1.035
H  -2.668  1.400  1.137
C  3.833  1.404  -4.872
C  2.731  0.480  -4.379
N  1.396  1.032  -4.561
C  0.813  1.882  -3.685
S  1.495  2.275  -2.207
N  -0.419  2.331  -4.005
C  -1.058  2.266  -5.302
C  -0.496  3.261  -6.312
H  4.804  0.921  -4.760
H  3.836  2.317  -4.279
H  3.694  1.661  -5.925
H  2.865  0.283  -3.316
H  2.753  -0.479  -4.903
H  0.992  0.949  -5.480
H  -0.823  2.932  -3.305
H  -2.119  2.453  -5.136
H  -1.002  1.242  -5.688
H  -0.599  4.278  -5.936
H  -1.031  3.187  -7.259
H  0.564  3.085  -6.503

Here are the Löwdin charges for atoms 1 to 6, given in e: 1.046 -0.051 -0.271 -0.030 -0.051 -0.267